Entry 1:
The following is a DFT calculation (ωB97M-V/def2-TZVPD) of a cluster of 2 separate species, C2HBrN2O2 in total at a distorted geometry.

Properties
Kohn-Sham gap (spin up / spin down) ... 7.6 / 8.8 eV
HOMO (spin up / spin down) ... -9.40 / -10.64 eV
ΔE to the lowest compared entry with this formula, charge and spin ... 4.954 eV

ORCA input file:
```
! RIJCOSX wB97M-V def2-TZVPD def2/J DEFGRID3
* xyz 0 1
C 1.06 -0.64 -1.40
C -0.14 -0.21 -0.97
N 2.17 -0.81 -1.60
N -0.52 -1.83 1.93
O -0.14 -1.58 3.04
O -1.43 -2.37 1.45
Br -1.74 -1.24 -1.15
H -0.45 0.56 -0.33
*
```



Entry 2:
The following is a DFT calculation (ωB97M-V/def2-TZVPD) of a cluster of 2 separate species, C3H12NS in total at a distorted geometry.

Properties
Kohn-Sham gap ... 9.3 eV
HOMO ... -12.98 eV
ΔE to the lowest compared entry with this formula, charge and spin ... 0.583 eV

ORCA input file:
```
! RIJCOSX wB97M-V def2-TZVPD def2/J DEFGRID3
* xyz 1 1
C 1.65 -2.46 0.93
N 1.30 -1.06 0.44
H 1.90 -3.07 0.06
H 2.44 -2.37 1.67
H 0.78 -2.81 1.46
H 0.63 -0.60 1.06
H 0.77 -1.17 -0.43
H 2.06 -0.41 0.23
C -1.18 1.77 -1.47
C -1.60 0.99 -0.22
S -0.77 1.58 1.34
H -0.19 1.47 -1.81
H -1.41 2.83 -1.37
H -1.86 1.45 -2.26
H -2.64 1.22 -0.03
H -1.48 -0.08 -0.36
H -0.41 2.73 0.77
*
```



Entry 3:
The following is a DFT calculation (ωB97M-V/def2-TZVPD) of a cluster of 12 separate species, C23H70O20 in total at a distorted geometry.

Properties
Kohn-Sham gap ... 9.7 eV
HOMO ... -9.51 eV
SMILES ... OCCO.OCCO.OCCO.OCCO.OCCO.OCCO.OCCO.OCCO.CCO.CCO.CCO.CO

ORCA input file:
```
! RIJCOSX wB97M-V def2-TZVPD def2/J DEFGRID3
* xyz 0 1
O 3.04 -0.90 -2.16
C 3.69 -1.66 -1.14
C 4.98 -0.95 -0.72
O 4.70 0.14 0.15
H 2.41 -0.27 -1.79
H 2.97 -1.85 -0.34
H 3.94 -2.61 -1.63
H 5.46 -0.56 -1.61
H 5.66 -1.58 -0.14
H 4.10 -0.17 0.85
O 3.71 5.06 1.48
C 3.84 3.77 0.92
C 2.59 3.53 0.03
O 1.52 2.97 0.78
H 3.60 5.04 2.43
H 4.72 3.52 0.32
H 3.84 3.02 1.72
H 2.89 2.88 -0.80
H 2.25 4.47 -0.41
H 1.42 3.47 1.60
O -0.35 1.24 -5.30
C 0.39 1.61 -4.13
C 1.75 2.20 -4.48
O 1.62 3.58 -4.85
H 0.27 1.17 -6.03
H -0.20 2.19 -3.42
H 0.61 0.68 -3.58
H 2.23 1.61 -5.28
H 2.32 2.26 -3.55
H 0.81 3.67 -5.36
O -3.36 -3.79 2.14
C -2.82 -4.07 3.43
C -1.49 -4.82 3.49
O -0.44 -3.96 3.04
H -2.61 -3.59 1.57
H -2.65 -3.07 3.87
H -3.60 -4.48 4.08
H -1.49 -5.65 2.78
H -1.38 -4.96 4.57
H -0.43 -3.90 2.07
O -2.34 3.23 0.78
C -3.09 4.17 -0.02
C -2.11 4.94 -0.90
O -1.42 5.93 -0.12
H -1.45 3.57 0.66
H -3.83 3.71 -0.70
H -3.69 4.84 0.60
H -2.59 5.47 -1.72
H -1.30 4.31 -1.29
H -1.99 6.70 -0.02
O -4.46 1.15 -1.62
C -3.79 0.17 -2.44
C -3.93 0.46 -3.92
O -3.17 1.58 -4.30
H -4.31 1.97 -2.13
H -2.72 0.15 -2.20
H -4.24 -0.76 -2.12
H -4.99 0.58 -4.17
H -3.60 -0.42 -4.50
H -2.27 1.30 -4.50
O -0.17 -3.14 -5.28
C -0.88 -2.19 -4.46
C -0.41 -2.24 -3.01
O -0.73 -3.49 -2.39
H -0.02 -3.90 -4.71
H -0.71 -1.24 -4.98
H -1.97 -2.28 -4.43
H -0.94 -1.42 -2.51
H 0.65 -2.00 -2.92
H -0.11 -4.12 -2.79
O 3.26 -0.85 2.32
C 2.92 -2.13 2.89
C 1.76 -1.91 3.86
O 1.89 -0.68 4.53
H 3.48 -0.31 3.09
H 2.57 -2.78 2.09
H 3.79 -2.57 3.38
H 1.72 -2.85 4.43
H 0.84 -1.97 3.28
H 1.13 -0.54 5.09
C 1.08 -5.91 0.03
C -0.43 -5.78 0.02
O -0.81 -4.43 0.31
H 1.56 -5.37 -0.79
H 1.38 -6.95 -0.06
H 1.45 -5.54 0.98
H -0.82 -6.47 0.77
H -0.90 -6.18 -0.89
H -0.69 -4.02 -0.57
C 0.72 2.63 4.25
C 0.40 4.09 4.45
O 0.85 4.91 3.37
H 0.29 2.30 3.29
H 0.19 1.99 4.95
H 1.79 2.39 4.21
H 0.80 4.40 5.42
H -0.69 4.23 4.51
H 0.27 5.66 3.32
C 0.02 -0.96 0.77
C -0.38 0.40 0.24
O 0.63 0.71 -0.73
H -0.08 -1.78 0.06
H -0.74 -1.32 1.50
H 0.96 -0.95 1.31
H -0.43 1.15 1.03
H -1.37 0.42 -0.21
H 1.12 1.46 -0.37
C -3.99 0.22 1.91
O -3.71 1.49 2.44
H -4.02 -0.56 2.68
H -4.98 0.12 1.44
H -3.26 -0.18 1.21
H -3.52 2.11 1.72
*
```



Entry 4:
The following is a DFT calculation (ωB97M-V/def2-TZVPD) of a structure of composition C44H36IrN6O3S2 at a distorted geometry.

Properties
Kohn-Sham gap (spin up / spin down) ... 7.0 / 6.3 eV
HOMO (spin up / spin down) ... -12.81 / -12.84 eV
<S²> ... 0.787
ΔE to the lowest compared entry with this formula, charge and spin ... 1.015 eV

ORCA input file:
```
! RIJCOSX wB97M-V def2-TZVPD def2/J DEFGRID3
* xyz 2 2
Ir 0.77 0.22 0.52
C -5.46 2.28 2.67
O -4.66 1.91 3.80
C -3.42 1.50 3.61
C -2.71 1.18 4.81
C -1.43 0.77 4.72
C -0.74 0.63 3.47
C 0.62 0.27 3.47
C 1.44 0.04 4.70
O 1.34 0.08 2.41
C -1.48 0.95 2.28
O -1.03 0.87 1.06
C -2.81 1.39 2.38
H -6.42 2.58 3.07
H -5.58 1.43 1.99
H -5.00 3.12 2.14
H -3.22 1.27 5.75
H -0.92 0.53 5.64
H 0.91 0.18 5.64
H 2.29 0.71 4.68
H 1.83 -0.98 4.66
H -3.32 1.63 1.46
N 2.18 -1.48 -3.29
C 1.15 -1.49 -4.27
C 1.48 -1.46 -5.61
C 0.47 -1.44 -6.57
C -0.86 -1.43 -6.18
C -1.18 -1.43 -4.83
C -0.18 -1.48 -3.87
S -0.61 -1.62 -2.16
N 0.83 -1.06 -1.42
C 1.97 -1.10 -2.01
C 3.13 -0.69 -1.17
C 4.45 -0.85 -1.54
C 5.45 -0.38 -0.69
C 5.08 0.25 0.48
C 3.74 0.36 0.79
N 2.78 -0.12 0.00
H 3.12 -1.44 -3.65
H 2.52 -1.46 -5.91
H 0.74 -1.44 -7.62
H -1.64 -1.41 -6.92
H -2.22 -1.41 -4.52
H 4.72 -1.34 -2.46
H 6.49 -0.50 -0.96
H 5.82 0.65 1.16
H 3.41 0.84 1.70
S -1.39 -5.71 2.79
C -0.86 -4.18 2.10
C -1.75 -3.19 1.67
C -1.25 -2.01 1.18
N 0.06 -1.76 1.09
C 0.92 -2.71 1.49
C 0.50 -3.92 1.99
C -2.74 -6.11 1.71
C -2.49 -6.63 0.44
C -3.58 -6.91 -0.37
N -4.84 -6.72 0.00
C -5.07 -6.25 1.22
C -4.05 -5.93 2.12
H -2.82 -3.34 1.72
H -1.91 -1.23 0.82
H 1.97 -2.48 1.40
H 1.23 -4.66 2.29
H -1.48 -6.81 0.11
H -3.42 -7.32 -1.36
H -6.11 -6.13 1.51
H -4.29 -5.55 3.11
N 0.88 1.73 -0.51
C 1.04 2.92 -0.90
C 0.61 3.34 -2.25
C 0.13 4.63 -2.46
C -0.31 5.00 -3.73
C -0.25 4.10 -4.78
C 0.23 2.81 -4.57
C 0.66 2.43 -3.31
C 1.68 3.87 0.05
C 1.41 3.78 1.41
C 2.02 4.65 2.30
C 2.93 5.60 1.83
C 3.21 5.68 0.47
C 2.58 4.83 -0.43
H 0.09 5.33 -1.64
H -0.69 6.00 -3.89
H -0.59 4.40 -5.76
H 0.28 2.11 -5.39
H 1.04 1.44 -3.14
H 0.68 3.06 1.76
H 1.79 4.60 3.35
H 3.41 6.27 2.52
H 3.91 6.42 0.10
H 2.79 4.90 -1.49
*
```



Entry 5:
The following is a DFT calculation (ωB97M-V/def2-TZVPD) of a cluster of 4 separate species, C3H13O3S in total at a distorted geometry.

Properties
Kohn-Sham gap ... 6.3 eV
HOMO ... -3.12 eV
ΔE to the lowest compared entry with this formula, charge and spin ... 0.974 eV

ORCA input file:
```
! RIJCOSX wB97M-V def2-TZVPD def2/J DEFGRID3
* xyz -1 1
C -2.51 -2.49 -0.11
C -2.63 -1.26 0.80
C -1.35 -0.36 0.75
S -1.07 0.40 -0.92
H -1.50 -2.88 -0.11
H -3.18 -3.36 0.14
H -2.71 -2.05 -1.09
H -3.00 -1.38 1.81
H -3.45 -0.70 0.32
H -1.44 0.49 1.45
H -0.46 -0.93 1.07
H 5.10 0.19 3.14
H 3.62 0.17 3.25
O 4.34 0.78 3.07
H 1.32 0.65 -3.38
H 0.45 1.50 -2.63
O 1.09 1.59 -3.40
H 2.05 1.57 0.33
H 0.95 0.53 0.03
O 1.80 0.67 0.59
*
```



Entry 6:
The following is a DFT calculation (ωB97M-V/def2-TZVPD) of a cluster of 5 separate species, C40H90N5 in total at a distorted geometry.

Properties
Kohn-Sham gap (spin up / spin down) ... 3.1 / 11.5 eV
HOMO (spin up / spin down) ... -10.22 / -18.77 eV
<S²> ... 0.751
ΔE to the lowest compared entry with this formula, charge and spin ... 0.000 eV

ORCA input file:
```
! RIJCOSX wB97M-V def2-TZVPD def2/J DEFGRID3
* xyz 4 2
C 2.54 -5.23 -0.02
C 2.68 -4.98 -1.52
C 3.75 -4.05 -1.91
N 3.81 -3.66 -3.39
C 2.58 -2.92 -3.95
C 5.10 -2.84 -3.71
C 5.77 -3.44 -4.96
C 4.74 -4.37 -5.53
C 4.08 -4.92 -4.33
H 1.57 -5.62 0.28
H 2.74 -4.27 0.46
H 3.36 -5.83 0.38
H 1.75 -5.02 -2.08
H 2.95 -5.96 -1.91
H 4.71 -4.40 -1.56
H 3.75 -3.11 -1.35
H 2.23 -2.16 -3.24
H 1.77 -3.64 -4.08
H 2.80 -2.56 -4.95
H 4.87 -1.78 -3.81
H 5.77 -2.80 -2.85
H 6.12 -2.70 -5.68
H 6.60 -4.12 -4.75
H 3.99 -3.90 -6.17
H 5.10 -5.16 -6.19
H 3.13 -5.25 -4.75
H 4.56 -5.67 -3.70
C -1.81 -5.42 1.20
C -2.96 -4.80 0.52
C -4.20 -5.69 0.35
N -5.38 -4.93 -0.28
C -5.09 -4.46 -1.72
C -5.78 -3.72 0.66
C -7.31 -3.61 0.62
C -7.80 -4.71 -0.33
C -6.68 -5.79 -0.35
H -1.46 -6.27 0.61
H -2.14 -5.77 2.18
H -1.01 -4.72 1.43
H -2.68 -4.42 -0.47
H -3.19 -3.99 1.21
H -4.52 -5.95 1.36
H -4.02 -6.49 -0.35
H -4.26 -3.75 -1.68
H -5.99 -4.01 -2.13
H -4.83 -5.31 -2.35
H -5.27 -2.84 0.26
H -5.52 -3.86 1.71
H -7.44 -2.58 0.27
H -7.83 -3.71 1.57
H -7.96 -4.25 -1.30
H -8.73 -5.10 0.09
H -6.58 -6.41 -1.24
H -6.66 -6.47 0.51
C 5.41 3.67 0.46
C 4.72 3.53 -0.89
C 5.68 3.18 -2.02
N 5.05 2.80 -3.41
C 4.35 4.02 -4.03
C 4.07 1.61 -3.36
C 3.94 1.09 -4.78
C 5.40 1.23 -5.34
C 6.09 2.12 -4.33
H 6.22 4.38 0.36
H 5.93 2.72 0.61
H 4.75 4.05 1.24
H 4.46 4.56 -1.13
H 3.84 2.90 -0.76
H 6.27 2.30 -1.76
H 6.42 3.97 -2.09
H 3.58 4.37 -3.35
H 3.87 3.73 -4.97
H 5.20 4.71 -4.13
H 3.10 1.91 -2.96
H 4.56 0.91 -2.69
H 3.12 1.52 -5.35
H 3.66 0.03 -4.81
H 5.30 1.71 -6.31
H 5.83 0.24 -5.51
H 6.62 2.93 -4.83
H 6.73 1.46 -3.74
C 1.71 3.16 1.53
C 0.84 1.89 1.48
C 1.45 0.64 0.85
N 0.35 -0.46 0.56
C -0.51 -0.73 1.80
C -0.53 -0.15 -0.69
C -0.97 -1.49 -1.25
C 0.06 -2.57 -0.89
C 1.01 -1.82 0.20
H 1.83 3.57 0.53
H 2.66 3.13 2.06
H 1.06 3.87 2.04
H -0.05 2.03 0.86
H 0.48 1.59 2.46
H 2.10 0.16 1.58
H 1.99 0.93 -0.06
H -1.03 0.14 2.19
H 0.13 -1.17 2.56
H -1.20 -1.47 1.40
H -1.41 0.47 -0.50
H 0.24 0.29 -1.33
H -1.92 -1.80 -0.82
H -1.08 -1.50 -2.33
H -0.41 -3.38 -0.33
H 0.65 -2.90 -1.74
H 1.16 -2.43 1.09
H 1.91 -1.55 -0.35
C -1.81 5.71 2.96
C -2.22 5.77 4.49
C -3.71 5.38 4.72
N -4.30 6.17 5.95
C -3.37 5.67 7.17
C -5.71 5.66 6.18
C -6.41 6.75 6.97
C -5.88 8.05 6.32
C -4.49 7.69 5.74
H -2.20 6.55 2.38
H -2.26 4.76 2.68
H -0.73 5.61 2.85
H -2.14 6.77 4.92
H -1.58 5.05 4.99
H -3.86 4.31 4.87
H -4.36 5.58 3.86
H -3.25 4.58 7.20
H -3.80 6.05 8.09
H -2.42 6.20 7.03
H -5.67 4.72 6.73
H -6.17 5.51 5.21
H -6.09 6.72 8.01
H -7.49 6.71 6.86
H -5.83 8.80 7.11
H -6.60 8.44 5.61
H -3.72 8.23 6.29
H -4.42 7.85 4.66
*
```



Record-wise electronic energy values, in eV: -79201.666; -15624.002; -65930.375; -85791.621; -20300.739; -50351.294